Molecular formula: C29H37N5O4S
Method: DFT, ωB97M-V with the def2-TZVPD basis set

As for the energy relative to the best compared isomer or geometry (same formula, charge and spin): 0.0 kJ/mol. As for the gap between HOMO and LUMO: 8.26 eV. The calculation puts the LUMO energy at 0.0100 Eh. The maximum force is 0.98 eV Å⁻¹. Its SMILES is CCc1ccc(NC(=O)CSc2nc3ccccc3c(=O)n2CCCC(=O)NCCCN2CCOCC2)cc1. As for the multiplicity: 1.

The geometry in XYZ format:
```
76
Properties=species:S:1:pos:R:3:lowdin_charge:R:1
C 6.32 3.09 1.46 -0.10
H 7.38 3.03 1.69 0.07
H 6.06 4.12 1.26 0.07
H 5.76 2.76 2.34 0.07
C 5.99 2.21 0.25 -0.22
C 4.52 2.29 -0.06 -0.26
C 3.62 1.43 0.54 -0.05
C 2.26 1.52 0.28 -0.01
C 1.78 2.50 -0.58 -0.21
C 2.67 3.37 -1.19 0.00
C 4.03 3.26 -0.93 -0.03
H 4.71 3.94 -1.41 0.11
H 2.31 4.13 -1.86 0.10
N 0.39 2.55 -0.79 0.13
C -0.31 3.47 -1.47 -0.52
O 0.14 4.41 -2.10 0.06
C -1.82 3.24 -1.44 -0.32
H -2.10 2.36 -2.02 0.07
H -2.32 4.13 -1.84 0.09
S -2.46 2.93 0.23 1.06
C -3.08 1.30 0.05 -0.57
N -3.15 0.80 -1.13 0.10
C -3.64 -0.46 -1.29 -0.22
C -3.71 -1.01 -2.58 -0.01
C -4.22 -2.28 -2.75 -0.07
C -4.67 -3.02 -1.65 -0.08
C -4.60 -2.49 -0.38 -0.02
C -4.09 -1.21 -0.19 -0.08
C -3.97 -0.65 1.14 -0.38
O -4.25 -1.24 2.17 0.07
N -3.48 0.66 1.19 0.01
C -3.28 1.26 2.50 -0.16
C -1.83 1.16 2.98 -0.16
C -1.30 -0.27 2.90 -0.08
C -1.02 -0.67 1.46 -0.49
O -0.66 0.14 0.62 0.01
N -1.18 -1.97 1.19 0.09
H -1.48 -2.60 1.92 0.15
C -0.95 -2.54 -0.12 -0.17
H -1.80 -3.18 -0.37 0.12
H -0.92 -1.70 -0.83 0.12
C 0.35 -3.33 -0.20 -0.15
H 0.38 -4.08 0.59 0.12
C 1.57 -2.42 -0.07 -0.21
N 2.80 -3.17 0.05 -0.17
C 3.89 -2.33 0.55 -0.18
C 5.14 -3.19 0.74 -0.20
O 5.53 -3.81 -0.46 -0.13
C 4.49 -4.60 -0.97 -0.20
C 3.22 -3.77 -1.20 -0.17
H 2.43 -4.43 -1.56 0.12
H 3.42 -3.00 -1.97 0.13
H 4.85 -5.02 -1.91 0.13
H 4.26 -5.41 -0.26 0.13
H 5.98 -2.58 1.06 0.12
H 4.93 -3.96 1.50 0.13
H 3.59 -1.90 1.51 0.12
H 4.12 -1.51 -0.15 0.13
H 1.46 -1.83 0.85 0.11
H 1.59 -1.71 -0.92 0.14
H 0.37 -3.85 -1.16 0.11
H -2.01 -0.96 3.35 0.11
H -0.36 -0.33 3.45 0.13
H -1.80 1.52 4.01 0.12
H -1.20 1.81 2.37 0.08
H -3.60 2.30 2.47 0.10
H -3.94 0.70 3.18 0.13
H -4.94 -3.04 0.48 0.12
H -5.07 -4.01 -1.81 0.10
H -4.27 -2.71 -3.74 0.11
H -3.36 -0.43 -3.41 0.11
H -0.11 1.80 -0.33 0.09
H 1.57 0.84 0.75 0.09
H 3.98 0.67 1.22 0.10
H 6.57 2.55 -0.60 0.11
H 6.26 1.18 0.47 0.10
```